Below is a structure of composition C18H16BrClINO10PtSe, with properties calculated with the ωB97M-V functional and the def2-TZVPD basis.

Structure (XYZ):
```
50
C18H16BrClINO10PtSe (the ωB97M-V functional and the def2-TZVPD basis)
Pt 0.408 0.613 0.502
N -3.356 -0.171 -0.719
C -2.568 0.827 -0.283
O -1.725 1.368 -0.988
C -2.842 1.291 1.143
I -1.186 2.400 1.896
H -3.041 -0.673 -1.566
H -3.820 -0.723 -0.017
H -2.988 0.440 1.803
H -3.726 1.928 1.152
C 4.448 -1.996 2.289
C 4.141 -1.621 0.871
C 5.057 -0.957 0.082
C 4.716 -0.537 -1.198
Cl 5.913 0.293 -2.170
C 3.455 -0.746 -1.694
C 2.512 -1.422 -0.915
C 2.858 -1.872 0.354
O 2.030 -2.533 1.204
C 0.694 -2.863 0.806
C -0.360 -2.152 1.684
O -0.870 -2.790 2.597
O -0.709 -0.935 1.398
H 5.480 -1.745 2.536
H 4.282 -3.060 2.467
H 3.779 -1.446 2.954
H 6.037 -0.726 0.478
H 3.178 -0.376 -2.671
H 1.520 -1.560 -1.328
H 0.579 -3.935 0.958
H 0.508 -2.616 -0.234
Br 3.043 -4.751 -4.661
C 1.205 -4.247 -4.746
C 0.418 -4.773 -5.757
C -0.919 -4.401 -5.812
C -1.443 -3.525 -4.873
C -0.640 -3.005 -3.864
C 0.700 -3.370 -3.803
C -1.232 -2.037 -2.826
O -2.460 -1.816 -2.950
O -0.448 -1.588 -1.969
H 0.842 -5.456 -6.481
H -1.550 -4.803 -6.596
H -2.481 -3.222 -4.892
H 1.326 -2.963 -3.021
O 3.927 2.790 1.617
Se 2.370 2.385 1.553
O 1.748 2.274 -0.013
O 2.069 0.812 2.047
O 1.409 3.392 2.413
```

As for the highest occupied orbital energy (spin up / spin down): -2.643 / -3.245 eV. The net charge is -2. For the LUMO energy (spin up / spin down), the calculation gives 4.0 / 3.8 eV. For the maximum force, the calculation gives 0.78 eV/A. The value obtained for the energy above the lowest of the compared OMol25 structures with the same formula, charge and spin is 20.6 kcal per mole. The expectation value of S² is 2.01. Its multiplicity is 3. The molar mass is 922.622 g mol⁻¹.

***

Below is a structure of composition C36H51N5O3PbS in a non-equilibrium geometry, with properties calculated with the ωB97M-V functional and the def2-TZVPD basis.

Structure (XYZ):
```
97
C36H51N5O3PbS (the ωB97M-V functional and the def2-TZVPD basis)
Pb -0.174 -0.140 -0.160
C -3.385 -0.166 3.233
C -1.649 -0.155 1.790
N -2.990 0.079 1.943
H -2.160 -0.603 4.974
N -1.239 -0.474 3.031
H -4.384 -0.040 3.603
C 0.489 2.078 0.988
C 1.835 2.361 1.086
C 2.293 3.224 2.109
C 1.397 3.876 2.961
C 0.028 3.645 2.776
C -0.414 2.768 1.759
H 2.559 1.906 0.411
H 3.362 3.390 2.246
H -0.703 4.147 3.422
H -1.482 2.651 1.614
C 1.873 4.851 4.003
H 1.156 4.912 4.827
H 1.986 5.862 3.587
H 2.845 4.550 4.401
C -3.927 0.586 0.886
C -5.319 0.766 1.455
C -3.344 1.840 0.229
H -5.365 1.538 2.227
H -5.992 1.068 0.639
H -5.716 -0.179 1.854
H -4.679 -0.103 -1.051
H -4.459 -1.409 0.155
H -2.340 1.647 -0.193
C -4.064 -0.450 -0.202
H -3.297 2.671 0.940
H -3.981 2.161 -0.612
H -3.062 -0.626 -0.580
C -2.282 -0.459 3.919
C 0.344 0.360 4.639
H -0.421 0.361 5.421
H 1.318 0.230 5.120
C 0.110 -0.756 3.626
H 2.175 -0.986 3.189
C -0.001 -2.101 4.328
H -0.355 -2.882 3.649
H 0.333 1.341 4.150
H 1.395 0.160 2.137
H -0.677 -2.045 5.183
H 0.983 -2.402 4.703
C 1.246 -0.805 2.627
H 1.129 -1.611 1.893
C 3.424 1.152 -5.306
N 2.362 1.144 -4.418
H 5.462 0.354 -5.002
N 3.987 0.163 -3.432
H 3.371 1.611 -6.279
C 1.006 1.631 -4.707
C 1.014 2.534 -5.924
C 0.106 0.424 -4.946
H 1.286 2.003 -6.844
H -0.004 2.919 -6.047
H 1.667 3.401 -5.768
H -0.522 2.694 -3.671
H 1.111 3.317 -3.367
H -0.006 -0.174 -4.034
C 0.518 2.402 -3.491
H 0.517 -0.209 -5.741
H -0.888 0.771 -5.253
H 0.554 1.794 -2.576
C 4.453 0.534 -4.679
C 4.156 -2.048 -2.455
H 4.206 -2.477 -3.462
H 4.751 -2.676 -1.779
C 4.722 -0.631 -2.447
H 5.001 -0.633 -0.333
C 6.207 -0.657 -2.761
H 6.631 0.356 -2.775
H 3.114 -2.056 -2.115
H 3.422 0.034 -0.825
H 6.433 -1.180 -3.700
H 6.694 -1.204 -1.943
C 4.491 -0.010 -1.079
H 4.935 0.993 -1.040
C 2.679 0.488 -3.278
O -3.078 -1.287 -2.755
S -2.555 -2.562 -2.269
O -3.837 -3.188 -1.328
N -1.550 -2.119 -0.984
C -1.291 -2.981 0.022
O -0.284 -2.720 0.749
C -2.287 -4.007 0.370
C -2.106 -4.677 1.591
C -3.146 -5.446 2.110
C -4.444 -5.282 1.585
C -4.675 -4.502 0.449
C -3.571 -3.916 -0.194
H -1.141 -4.588 2.089
H -2.909 -6.131 2.932
H -5.296 -5.753 2.083
H -5.684 -4.238 0.091
```

As for the highest occupied orbital energy (spin up / spin down): 1.539 / 2.068 eV. The net charge is -2. For the LUMO energy (spin up / spin down), the calculation gives 4.0 / 4.0 eV. For the maximum force, the calculation gives 3.37 eV/A. The molar mass is 841.103 g mol⁻¹.

***

Below is an isolated molecule of C4HFS in a non-equilibrium geometry, with properties calculated with the ωB97M-V functional and the def2-TZVPD basis.

Structure (XYZ):
```
7
C4HFS (the ωB97M-V functional and the def2-TZVPD basis)
C -1.279 1.182 0.018
C -2.522 1.131 -0.026
C -0.489 0.011 -0.019
C -1.125 -1.179 0.010
F -0.554 -2.374 -0.006
S -3.569 -0.108 0.003
H 0.627 -0.115 0.179
```

As for the highest occupied orbital energy (spin up / spin down): -8.667 / -8.664 eV. For the LUMO energy (spin up / spin down), the calculation gives -2.3 / -2.3 eV. For the maximum force, the calculation gives 1.94 eV/A. The value obtained for the energy above the lowest of the compared OMol25 structures with the same formula, charge and spin is 55.8 kcal per mole. The molar mass is 100.117 g mol⁻¹.

***

Below is a cluster of 2 separate species, C3H9NO in total, with properties calculated with the ωB97M-V functional and the def2-TZVPD basis.

Structure (XYZ):
```
14
C3H9NO (the ωB97M-V functional and the def2-TZVPD basis)
C -0.561 -1.649 0.406
C 0.251 -0.610 1.139
C -0.155 1.663 1.034
N 0.282 0.646 0.421
H -0.646 -2.589 0.958
H -0.096 -1.940 -0.534
H -1.569 -1.325 0.189
H -0.033 -0.453 2.189
H 1.280 -0.968 1.236
H -0.541 1.637 2.059
H -0.141 2.636 0.552
H 0.198 0.331 -1.563
H -0.192 0.567 -3.067
O 0.362 0.042 -2.483
```

As for the highest occupied orbital energy: -10.267 eV. The SMILES is C=NCC.O. For the LUMO energy, the calculation gives 1.0 eV. For the maximum force, the calculation gives 0.91 eV/A. The value obtained for the energy above the lowest of the compared OMol25 structures with the same formula, charge and spin is 27.7 kcal per mole. The molar mass is 75.111 g mol⁻¹.

***

Below is a structure of composition C7H10ClNRh in a non-equilibrium geometry, with properties calculated with the ωB97M-V functional and the def2-TZVPD basis.

Structure (XYZ):
```
20
C7H10ClNRh (the ωB97M-V functional and the def2-TZVPD basis)
C 0.637 0.313 -1.648
C -0.748 0.641 -1.660
C -1.486 -0.577 -1.676
C -0.559 -1.655 -1.662
C 0.755 -1.106 -1.641
Rh -0.254 -0.485 0.401
N 1.218 -0.351 1.518
C 0.761 0.987 2.046
C -0.580 1.353 1.361
H -2.575 -0.665 -1.661
H -1.171 1.646 -1.655
H -0.808 -2.717 -1.637
H 1.688 -1.673 -1.604
H 1.465 1.024 -1.604
H -0.533 2.307 0.815
H 0.647 0.926 3.148
H 2.173 -0.587 1.788
H -1.439 1.332 2.047
H 1.527 1.754 1.817
Cl -0.717 -2.467 1.507
```

As for the highest occupied orbital energy (spin up / spin down): -1.459 / -3.607 eV. The net charge is -1. For the LUMO energy (spin up / spin down), the calculation gives 4.0 / 3.7 eV. For the maximum force, the calculation gives 4.38 eV/A. The value obtained for the energy above the lowest of the compared OMol25 structures with the same formula, charge and spin is 0.0 kcal per mole. The expectation value of S² is 6.02. Its multiplicity is 5. The molar mass is 246.523 g mol⁻¹.

***

maximum force of number 3 (C4HFS)?
1.94 eV/A

***

What is the maximum force in the first record?
0.78 eV/A

***

What is the maximum force in the second record?
3.37 eV/A

***

What did the first record say?
Below is a structure of composition C18H16BrClINO10PtSe, with properties calculated with the ωB97M-V functional and the def2-TZVPD basis.

Structure (XYZ):
```
50
C18H16BrClINO10PtSe (the ωB97M-V functional and the def2-TZVPD basis)
Pt 0.408 0.613 0.502
N -3.356 -0.171 -0.719
C -2.568 0.827 -0.283
O -1.725 1.368 -0.988
C -2.842 1.291 1.143
I -1.186 2.400 1.896
H -3.041 -0.673 -1.566
H -3.820 -0.723 -0.017
H -2.988 0.440 1.803
H -3.726 1.928 1.152
C 4.448 -1.996 2.289
C 4.141 -1.621 0.871
C 5.057 -0.957 0.082
C 4.716 -0.537 -1.198
Cl 5.913 0.293 -2.170
C 3.455 -0.746 -1.694
C 2.512 -1.422 -0.915
C 2.858 -1.872 0.354
O 2.030 -2.533 1.204
C 0.694 -2.863 0.806
C -0.360 -2.152 1.684
O -0.870 -2.790 2.597
O -0.709 -0.935 1.398
H 5.480 -1.745 2.536
H 4.282 -3.060 2.467
H 3.779 -1.446 2.954
H 6.037 -0.726 0.478
H 3.178 -0.376 -2.671
H 1.520 -1.560 -1.328
H 0.579 -3.935 0.958
H 0.508 -2.616 -0.234
Br 3.043 -4.751 -4.661
C 1.205 -4.247 -4.746
C 0.418 -4.773 -5.757
C -0.919 -4.401 -5.812
C -1.443 -3.525 -4.873
C -0.640 -3.005 -3.864
C 0.700 -3.370 -3.803
C -1.232 -2.037 -2.826
O -2.460 -1.816 -2.950
O -0.448 -1.588 -1.969
H 0.842 -5.456 -6.481
H -1.550 -4.803 -6.596
H -2.481 -3.222 -4.892
H 1.326 -2.963 -3.021
O 3.927 2.790 1.617
Se 2.370 2.385 1.553
O 1.748 2.274 -0.013
O 2.069 0.812 2.047
O 1.409 3.392 2.413
```

As for the highest occupied orbital energy (spin up / spin down): -2.643 / -3.245 eV. The net charge is -2. For the LUMO energy (spin up / spin down), the calculation gives 4.0 / 3.8 eV. For the maximum force, the calculation gives 0.78 eV/A. The value obtained for the energy above the lowest of the compared OMol25 structures with the same formula, charge and spin is 20.6 kcal per mole. The expectation value of S² is 2.01. Its multiplicity is 3. The molar mass is 922.622 g mol⁻¹.